Record 1
{"formula": "C2H5ClOS", "method": "the ωB97M-V functional and the def2-TZVPD basis", "elements": ["O", "S", "Cl", "H", "C", "C", "H", "H", "H", "H"], "positions_angstrom": [[-1.470637, -1.512584, 0.751931], [-1.950814, -0.706364, -0.608389], [-2.705683, 1.106148, 0.196121], [-2.151518, -2.183750, 0.804721], [1.847570, 0.252827, -0.643233], [0.980583, 0.836674, 0.217926], [2.074157, 0.864340, -1.465462], [2.253035, -0.715194, -0.584693], [0.519310, 1.751728, 0.300559], [0.603998, 0.306175, 1.030523]], "atomic_forces_ev_per_a": [[-0.1, 0.3, -1.0], [-0.1, 1.2, 0.7], [0.4, -1.2, -0.5], [-0.2, -0.4, 0.7], [-2.2, 2.6, 1.4], [1.9, -3.0, -0.7], [0.8, 0.4, -1.2], [0.2, -1.0, 0.3], [-0.4, 2.5, -1.2], [-0.2, -1.5, 1.5]], "nbo_charge": [-0.809, 0.543, -0.216, 0.489, -0.388, -0.368, 0.183, 0.198, 0.194, 0.174], "smiles": "OSCl.C=C", "spin_multiplicity": 1, "orbital_gap_ev": 8.95, "max_force_ev_per_a": 3.7, "e_lumo_ev": -0.271, "relative_energy_kcal_mol": 43.4, "total_charge": 0}

Record 2
{"formula": "C24H52F30N4O8P4S2", "method": "the ωB97M-V functional and the def2-TZVPD basis", "elements": ["C", "C", "O", "N", "H", "H", "C", "H", "H", "H", "H", "H", "H", "C", "C", "O", "N", "H", "H", "C", "H", "H", "H", "H", "H", "H", "C", "C", "C", "N", "C", "C", "C", "C", "C", "H", "H", "H", "H", "H", "H", "H", "H", "H", "H", "H", "H", "H", "H", "H", "H", "H", "H", "C", "C", "C", "N", "C", "C", "C", "C", "C", "H", "H", "H", "H", "H", "H", "H", "H", "H", "H", "H", "H", "H", "H", "H", "H", "H", "H", "C", "F", "F", "F", "S", "O", "O", "O", "C", "F", "F", "F", "S", "O", "O", "O", "P", "F", "F", "F", "F", "F", "F", "P", "F", "F", "F", "F", "F", "F", "P", "F", "F", "F", "F", "F", "F", "P", "F", "F", "F", "F", "F", "F"], "positions_angstrom": [[2.168733, -0.413602, 0.683718], [1.206076, 0.648282, 1.084223], [1.519893, 1.790993, 1.167312], [-0.218499, 0.147129, 1.263843], [-0.319521, -0.875379, 1.360666], [-0.613232, 0.527476, 2.127310], [-1.067726, 0.611595, 0.105108], [3.144718, -0.072079, 1.040743], [2.347500, -0.395395, -0.390595], [1.995372, -1.327790, 1.243186], [-0.679981, 0.175144, -0.813419], [-1.068066, 1.694883, 0.040343], [-2.094667, 0.285944, 0.244339], [-4.543274, -3.139051, -4.251620], [-3.606589, -2.208860, -3.527135], [-3.325826, -2.306093, -2.379829], [-3.035704, -1.167868, -4.447105], [-3.143750, -1.529803, -5.387949], [-3.532207, -0.285689, -4.245033], [-1.562729, -0.871920, -4.092338], [-4.138996, -3.810094, -5.009907], [-5.323697, -2.504127, -4.681438], [-5.046787, -3.822590, -3.569698], [-1.583954, -0.857041, -3.002238], [-1.148351, 0.082120, -4.401375], [-0.981823, -1.777418, -4.254301], [-3.922883, -3.175062, 2.661762], [-5.252841, -2.696303, 2.098522], [-5.065814, -1.636830, 1.042889], [-6.357953, -1.043369, 0.478379], [-7.066171, -2.065423, -0.408579], [-5.972350, 0.245425, -0.238583], [-7.069789, 1.280502, 0.010668], [-8.101592, 0.588589, 0.915072], [-7.334954, -0.540901, 1.549223], [-3.258691, -3.425478, 1.832061], [-4.203214, -4.077422, 3.205607], [-3.378555, -2.464930, 3.280692], [-5.793811, -2.329161, 2.978478], [-5.914791, -3.517587, 1.806036], [-4.544663, -2.023242, 0.161981], [-4.344233, -0.899105, 1.406793], [-6.210843, -2.464343, -0.948606], [-7.861578, -1.607184, -0.991148], [-7.552220, -2.820449, 0.205467], [-5.850469, 0.024060, -1.298781], [-5.015939, 0.626065, 0.115593], [-7.414815, 1.789993, -0.887379], [-6.575434, 2.082520, 0.563784], [-8.954635, 0.201461, 0.355153], [-8.401228, 1.322000, 1.661467], [-7.944557, -1.347473, 1.948356], [-6.613201, -0.172744, 2.280619], [9.584955, 4.520091, -0.206365], [8.245412, 3.789692, -0.281322], [8.353669, 2.308128, -0.089254], [7.099929, 1.547642, -0.586734], [5.918461, 1.844526, 0.328269], [7.454515, 0.049224, -0.437406], [8.040232, -0.346277, -1.793421], [7.204377, 0.469342, -2.773929], [6.901838, 1.764077, -2.097719], [9.631864, 5.528735, -0.615040], [10.377533, 3.931281, -0.676651], [9.978384, 4.663355, 0.805901], [8.045829, 4.011688, -1.332356], [7.530125, 4.286424, 0.370821], [8.449080, 2.059148, 0.968636], [9.204993, 1.839274, -0.581463], [5.109402, 1.181570, 0.028164], [5.528598, 2.846221, 0.152779], [6.322361, 1.704729, 1.326247], [6.463800, -0.379962, -0.296457], [8.096205, -0.037430, 0.431505], [7.843215, -1.360039, -2.134193], [9.092191, -0.058539, -1.787263], [6.250306, -0.038729, -2.917168], [7.668317, 0.572609, -3.753408], [5.890842, 2.169314, -2.171089], [7.467259, 2.622651, -2.459285], [-5.212349, 0.574385, 4.149116], [-4.413332, 0.402353, 5.193203], [-5.575552, -0.590340, 3.603118], [-6.333141, 1.163021, 4.623239], [-4.309253, 1.660981, 2.889991], [-5.279280, 2.254380, 1.948899], [-3.743033, 2.775894, 3.662142], [-3.331804, 0.740254, 2.318813], [3.726550, 0.073453, -3.420593], [4.006494, -1.006753, -2.691642], [3.980519, 1.154674, -2.656305], [4.537601, -0.030011, -4.488200], [1.918395, 0.219971, -3.990050], [1.947852, 1.338329, -4.898423], [1.561318, -1.114586, -4.459962], [1.173876, 0.627406, -2.775450], [5.494117, -1.571711, 2.719657], [5.055611, -1.765312, 1.147419], [6.912891, -1.107890, 2.092546], [4.984819, 0.003485, 2.724142], [6.032043, -1.495811, 4.220842], [4.099064, -2.128806, 3.259820], [6.062639, -3.119955, 2.554797], [-3.396759, 2.098990, -2.572861], [-3.519366, 0.471888, -2.304954], [-1.780840, 1.979463, -2.608490], [-3.419431, 1.692155, -4.159460], [-3.311171, 3.702862, -2.905374], [-5.015705, 2.185392, -2.573128], [-3.318085, 2.389714, -0.986491], [-0.539488, 1.639852, 5.101425], [-1.961985, 2.306925, 5.539063], [-1.197355, 0.719913, 3.900653], [-0.388625, 2.885896, 4.049045], [0.886554, 0.936568, 4.706292], [0.246629, 2.563449, 6.201707], [-0.903806, 0.468201, 6.143253], [-0.423126, -3.580392, 0.819777], [-0.348493, -4.637281, -0.459746], [0.965349, -4.263596, 1.338701], [0.430274, -2.541816, -0.077919], [-0.365561, -2.488376, 2.056183], [-1.788354, -2.929482, 0.201438], [-1.270077, -4.598855, 1.749631]], "atomic_forces_ev_per_a": [[1.2, 0.6, 1.1], [1.0, -0.6, -0.7], [-1.3, 0.1, 0.3], [-0.5, 1.0, -0.4], [0.6, 0.1, -0.1], [-0.2, 0.4, 0.6], [-0.1, -0.1, -0.2], [-0.1, 0.2, 0.3], [-0.8, -0.8, -0.2], [-0.1, -0.4, -0.9], [0.2, 0.1, 0.1], [0.2, 0.0, 0.1], [0.1, -0.1, 0.3], [-1.0, 0.0, 0.2], [0.0, -1.7, 0.5], [0.0, 0.7, -0.7], [1.4, 0.3, 1.0], [-0.1, 0.5, -0.2], [-0.1, 0.4, -0.3], [-0.1, -1.1, 1.7], [0.5, 0.5, -0.2], [0.0, -0.2, -0.3], [0.2, 0.3, 0.4], [0.0, 0.4, 0.0], [-0.4, -0.1, -0.6], [0.2, 0.3, -0.8], [-0.2, -0.7, -1.0], [-0.9, 0.2, 1.0], [0.1, -0.7, -0.4], [-0.6, 0.3, 0.5], [1.1, 0.8, 0.8], [-0.3, 0.1, -1.3], [0.5, 0.4, 0.2], [0.2, 0.4, -0.6], [1.3, 0.3, 0.0], [0.0, -0.3, 0.3], [0.7, 0.0, 0.3], [-0.3, 0.2, 0.1], [0.0, 0.0, -0.6], [0.5, -0.3, -0.6], [-0.1, -0.3, 0.0], [-0.8, 0.6, 0.2], [-0.6, -0.4, -0.7], [0.4, 0.3, -0.3], [0.4, -0.1, 0.2], [0.0, -0.2, 0.0], [-0.1, -0.3, 0.3], [-0.4, -0.6, -0.2], [-0.3, -0.3, 0.1], [-0.2, 0.2, 0.1], [-0.4, -0.3, 0.1], [0.2, -0.1, 0.0], [-1.2, 0.1, -0.3], [1.4, -0.2, 1.3], [1.0, 1.3, -1.2], [-1.0, -0.5, 0.3], [1.7, 0.2, 0.2], [0.4, 0.2, -1.2], [-1.1, 0.3, -0.9], [-0.4, 0.6, 0.1], [-0.5, -0.2, -0.2], [-0.8, 1.7, 0.9], [-0.5, -0.1, -0.3], [-0.1, 0.0, -0.3], [-0.3, -0.2, 0.2], [-1.0, -0.2, 0.2], [-0.2, -0.3, -0.1], [-0.1, 0.0, 0.0], [0.0, 0.3, -0.3], [0.1, -0.3, 0.5], [0.4, 0.2, 0.1], [-0.6, -0.2, 0.2], [0.4, -0.6, 0.4], [-0.2, -0.4, 0.0], [0.6, -0.4, 0.8], [0.1, -0.4, -0.4], [0.3, -0.2, -0.1], [0.0, 0.2, 0.0], [-0.1, -0.7, -0.3], [0.6, -0.3, 0.3], [0.8, 2.2, 0.3], [-0.2, -0.7, -0.4], [0.6, -0.1, 1.4], [-0.1, -0.2, -0.3], [1.8, 4.2, 0.3], [-0.2, -2.0, 0.6], [-0.9, -2.3, -0.4], [-1.2, -0.3, -0.1], [-1.8, -0.6, -0.4], [-0.2, -0.1, 0.5], [0.7, -0.1, -0.5], [0.3, 0.9, 0.0], [-1.9, 0.6, 2.6], [0.7, -0.5, -1.2], [0.6, 0.7, -0.4], [1.2, -1.2, -0.8], [-0.2, -2.0, -1.1], [-1.1, 0.9, 0.0], [1.1, 1.1, 0.6], [0.3, -1.1, 0.0], [0.4, 0.5, -0.1], [0.0, 0.6, -0.5], [-0.1, 0.2, 0.9], [1.1, 1.5, 1.0], [-0.1, -0.1, 0.4], [-0.6, -0.1, -0.2], [-0.3, 0.2, -0.7], [-0.1, -1.3, -0.1], [0.1, -0.1, 0.0], [-0.5, -0.3, -0.7], [-0.6, 1.2, 0.0], [0.5, -0.3, -0.2], [-0.2, 0.4, 0.1], [0.6, -0.9, -0.2], [-0.4, 0.6, 0.1], [-0.2, -0.7, 0.1], [0.8, -0.3, 0.3], [1.8, -1.4, -0.9], [-0.9, 0.3, 0.8], [-0.6, 0.5, 0.2], [-0.2, 0.3, 0.0], [-0.5, -0.4, -0.4], [0.1, -0.1, 0.6], [0.0, 0.4, -0.6]], "mulliken_charge": [0.175, 0.306, -0.566, 1.384, -0.202, -0.106, -0.888, -0.324, -0.126, 0.475, 0.556, 0.536, 0.035, -1.610, 0.750, -0.238, 0.162, 0.415, 0.283, -0.921, 0.397, 0.411, 0.364, 0.105, 0.380, 0.468, -1.097, -0.605, 0.891, 1.004, -1.130, 0.487, -0.742, -0.941, 0.363, 0.025, 0.436, 0.345, 0.285, 0.433, 0.268, -0.912, 0.285, 0.404, 0.329, 0.223, -0.721, 0.472, 0.325, 0.326, 0.460, 0.461, -0.514, -1.467, 0.099, -1.003, 0.706, -1.290, -0.596, -0.946, 0.072, -0.777, 0.365, 0.353, 0.365, 0.162, 0.327, 0.452, 0.370, 0.521, 0.279, 0.450, 0.211, 0.527, 0.507, 0.294, -0.282, 0.486, 0.623, 0.126, 0.400, -0.221, -0.265, -0.282, 0.952, -0.753, -0.614, -0.455, 0.483, -0.237, -0.204, -0.245, 1.277, -0.703, -0.705, -0.497, 1.284, -0.374, -0.386, -0.363, -0.371, -0.342, -0.423, 1.222, -0.312, -0.300, -0.505, -0.382, -0.389, -0.291, 1.364, -0.350, -0.694, -0.376, -0.405, -0.376, -0.404, 1.490, -0.445, -0.384, -0.346, -0.430, -0.566, -0.389], "spin_multiplicity": 1, "orbital_gap_ev": 6.88, "max_force_ev_per_a": 4.6, "e_lumo_ev": 2.501, "total_charge": -2}

Record 3
{"formula": "C4H8Si", "method": "the ωB97M-V functional and the def2-TZVPD basis", "elements": ["C", "C", "C", "C", "Si", "H", "H", "H", "H", "H", "H", "H", "H"], "positions_angstrom": [[-2.372023, 0.407214, 0.214683], [-1.594352, 1.486180, -0.569466], [-0.915096, 0.382410, 0.453243], [-0.332686, 0.881201, -0.662597], [2.665970, -1.277610, -0.183313], [-3.272577, 0.634934, 0.938528], [-2.683383, -0.446675, -0.363381], [-1.984867, 2.480287, -0.504074], [-0.426332, 0.335390, 1.466835], [2.204454, -0.271305, -1.082603], [4.189697, -1.254231, 0.060974], [2.333758, -2.595755, -0.792917], [2.187436, -0.762041, 1.024089]], "atomic_forces_ev_per_a": [[-2.3, 0.0, 0.0], [-1.2, -1.7, 1.5], [-0.4, -0.1, 3.7], [1.6, 1.0, -2.6], [2.2, -0.5, -1.1], [2.3, 0.0, -0.9], [-0.1, 0.0, -0.5], [0.5, 0.7, -0.3], [-0.5, 0.1, -1.1], [0.1, 0.6, -0.9], [-0.9, -0.1, -0.4], [-0.2, 0.1, 0.6], [-1.0, -0.1, 1.8]], "nbo_charge": [-0.456, -0.123, -0.173, -0.139, 0.606, 0.217, 0.219, 0.226, 0.234, -0.133, -0.159, -0.146, -0.173], "spin_multiplicity": 1, "orbital_gap_ev": 9.52, "max_force_ev_per_a": 3.8, "e_lumo_ev": 0.809, "relative_energy_kcal_mol": 122.2, "total_charge": 0}

Record 4
{"formula": "C6H13NO", "method": "the ωB97M-V functional and the def2-TZVPD basis", "elements": ["C", "C", "C", "C", "C", "N", "H", "H", "H", "H", "H", "H", "H", "H", "H", "H", "H", "C", "O", "H", "H"], "positions_angstrom": [[-0.889860, -0.687188, 1.205676], [-0.621177, -0.210438, -0.203615], [-0.452583, -1.327508, -1.211314], [-1.496862, 0.941540, -0.670867], [-0.055432, 1.278213, -0.484440], [0.396035, 2.124101, 0.541927], [-0.063878, -1.297973, 1.584979], [-1.032958, 0.146200, 1.896696], [-1.785550, -1.316337, 1.237984], [-0.203969, -0.932264, -2.193835], [0.335402, -2.022864, -0.899061], [-1.368468, -1.916211, -1.298539], [-1.878797, 0.916223, -1.682508], [-2.195868, 1.361784, 0.039805], [0.567292, 1.338155, -1.371031], [1.280194, 1.754646, 0.934317], [-0.273424, 2.182269, 1.301333], [2.401915, -0.584758, 0.305351], [2.458329, 0.254820, 1.179777], [2.261317, -1.651286, 0.537570], [2.618344, -0.351123, -0.750206]], "atomic_forces_ev_per_a": [[0.4, 0.0, 0.0], [-0.5, 1.1, -0.4], [0.4, 0.1, 0.3], [0.3, 0.1, -0.1], [-0.3, -2.1, -0.1], [0.6, 0.2, 1.0], [0.0, 0.1, 0.0], [0.0, -0.1, 0.0], [0.0, 0.1, -0.1], [0.0, 0.0, -0.1], [0.0, 0.0, -0.1], [-0.1, 0.0, 0.0], [0.0, 0.0, -0.1], [0.0, 0.0, 0.1], [-0.2, 0.0, -0.1], [-0.7, 0.5, -0.3], [0.1, 0.1, -0.1], [0.7, 0.6, 0.7], [0.0, -0.9, -0.7], [-0.2, 0.0, 0.1], [-0.2, 0.1, 0.0]], "nbo_charge": [-0.607, -0.092, -0.604, -0.431, -0.027, -0.827, 0.202, 0.209, 0.209, 0.210, 0.193, 0.209, 0.214, 0.210, 0.192, 0.392, 0.352, 0.291, -0.531, 0.117, 0.120], "smiles": "CC1(C)C[C@H]1N.C=O", "spin_multiplicity": 1, "orbital_gap_ev": 8.87, "max_force_ev_per_a": 2.2, "e_lumo_ev": 0.616, "relative_energy_kcal_mol": 58.2, "total_charge": 0}